C2H4BrCl as an isolated structure. Source: the OMol25 dataset; level of theory: the ωB97M-V functional and the def2-TZVPD basis.

Last column: natural (NBO) charge in e.
Element x y z (Å)
C1 1.450 -0.237 -0.348  -0.8496
C2 -1.983 0.517 0.251  -0.2284
Cl1 -2.560 1.663 1.265  0.1198
Br1 -2.904 -1.094 0.372  0.1114
H1 1.268 0.031 -1.301  0.2036
H2 2.421 0.423 -0.155  0.2063
H3 1.823 -1.271 -0.350  0.2104
H4 0.485 -0.032 0.266  0.2264

Values from the calculation:
lowest unoccupied orbital energy	-1.1	eV
E_HOMO	-9.323	eV
Kohn-Sham gap	8.190	eV
relative energy (zero: lowest compared OMol25 entry of this formula, charge and spin)	3.891	eV
total charge	0

A 2-piece molecular cluster, C2H4BrCl3Si overall. Source: the OMol25 dataset; level of theory: the ωB97M-V functional and the def2-TZVPD basis.

Last column: natural (NBO) charge in e.
Element x y z (Å)
C1 -0.279 0.094 -0.094  -0.6800
C2 0.922 -0.704 -0.607  -0.4212
Si1 3.150 0.400 -0.041  1.2427
Cl1 2.941 1.749 1.393  -0.3263
Cl2 3.938 1.178 -1.783  -0.3482
Cl3 4.223 -1.182 0.605  -0.3346
Br1 1.145 -2.535 0.130  0.0193
H1 -0.193 1.131 -0.196  0.2244
H2 -1.277 -0.059 -0.617  0.2194
H3 -0.474 -0.114 1.041  0.2195
H4 0.916 -0.560 -1.633  0.1850

Values from the calculation:
lowest unoccupied orbital energy	0.0	eV
E_HOMO	-9.036	eV
Kohn-Sham gap	9.041	eV
relative energy (zero: lowest compared OMol25 entry of this formula, charge and spin)	1.743	eV
total charge	0